DFT (ωB97M-V with the def2-TZVPD basis set) results for C30H23MoN11O4S as an isolated structure at a distorted geometry.

XYZ file:
```
70
Properties=species:S:1:pos:R:3
Mo 0.13589 -0.55369 -0.03137
O -0.31536 3.50814 0.37978
C -0.35932 2.30061 0.52384
O -0.13480 1.42387 -0.39821
C -0.68026 1.61795 1.82047
C -1.00838 2.23527 3.01660
C -1.29950 1.45074 4.12331
C -1.27529 0.07000 3.98339
C -0.92138 -0.47308 2.75777
N -0.62001 0.28405 1.69049
C -0.81468 -1.92476 2.41778
O -1.14229 -2.84534 3.14058
O -0.33115 -2.06281 1.22037
H -1.03567 3.31381 3.05966
H -1.53198 1.90794 5.07291
H -1.50154 -0.59424 4.80199
C -1.25033 -2.81841 -1.81044
N -1.52320 -1.44700 -1.37400
C -1.73912 -0.48749 -2.44380
C -0.40706 -0.00393 -2.88477
N 0.64508 -0.12296 -2.10416
C 1.66660 0.57309 -2.70919
C 2.95918 0.85456 -2.28157
C 3.72247 1.68332 -3.08154
C 3.23072 2.20825 -4.27998
C 1.95854 1.91673 -4.73008
C 1.18379 1.09936 -3.92589
N -0.12816 0.68128 -4.01386
C -0.03464 -3.29350 -1.08298
N 0.99916 -2.50274 -0.87323
C 1.90512 -3.24801 -0.14286
C 3.17971 -2.94522 0.32350
C 3.82234 -3.90251 1.08310
C 3.23918 -5.14143 1.36270
C 1.99297 -5.47878 0.87072
C 1.34646 -4.51953 0.10743
N 0.12682 -4.51494 -0.53575
H -1.05357 -2.84037 -2.89174
H -2.10335 -3.47711 -1.60750
H -2.33015 -1.41945 -0.74450
H -2.30022 0.35402 -1.99540
H -2.33315 -0.89291 -3.27583
H 3.32622 0.46963 -1.34281
H 4.71814 1.95187 -2.76397
H 3.85631 2.87659 -4.85245
H 1.57045 2.32653 -5.64865
H -0.77869 0.91712 -4.74408
H 3.63707 -1.99538 0.10099
H 4.80358 -3.68622 1.47805
H 3.78217 -5.85192 1.96838
H 1.53742 -6.43428 1.08241
H -0.56686 -5.24318 -0.47360
C -2.98632 4.91586 -0.41711
C -3.51712 3.84644 0.47582
C -4.19479 4.12807 1.66553
C -4.58096 3.04019 2.43085
N -4.32093 1.79454 2.08430
C -3.68736 1.62230 0.92360
S -3.38650 0.01279 0.43369
N -3.28695 2.59574 0.10618
H -3.53872 5.84465 -0.29767
H -3.00896 4.58828 -1.45331
H -1.94165 5.07973 -0.15050
H -4.40912 5.13761 1.97824
H -5.13030 3.16518 3.35839
N 1.82788 -0.07840 0.82835
C 2.80411 -0.09110 1.49507
N 3.93010 -0.04237 2.00064
C 4.50210 -0.31793 3.11895
N 5.10023 -0.54512 4.07698
```

Properties
Total charge   0
M   729.6 g/mol
LUMO level (spin up / spin down)   -1.778 / -1.777 eV
E_HOMO (spin up / spin down)   -6.83 / -6.83 eV
Strongest force on any atom   2.2 eV Å⁻¹
HOMO-LUMO gap (spin up / spin down)   5.05 / 5.05 eV